Record 1
Formula: C2H6FNO2S2
Source: the Open Molecules 2025 dataset
Level of theory: the ωB97M-V functional and the def2-TZVPD basis

Output
Electronic energy ... -1181.093711 Eh
ΔE to the lowest compared entry with this formula, charge and spin ... 72.1 kcal/mol
LUMO energy (spin up / spin down) ... -2.19 / -0.39 eV
HOMO-LUMO gap (spin up / spin down) ... 7.003 / 9.269 eV

Geometry (Å):
C (-1.9621, 1.6386, 0.5841)
C (2.0454, 0.0819, -0.3999)
N (0.2098, -1.5346, 0.5943)
O (1.2267, -2.0105, -1.6742)
O (-0.2905, -0.1027, -1.3831)
F (-2.4330, -1.7151, 0.6383)
S (-1.0030, -1.1340, 1.4006)
S (0.7054, -0.9846, -0.8700)
H (-2.9971, 1.5398, 0.2042)
H (-1.0080, 1.6384, 0.0244)
H (-1.8482, 1.7398, 1.7817)
H (1.9375, 0.8486, 0.2470)
H (2.9604, -0.5320, 0.1231)
H (2.4566, 0.5263, -1.2707)

Cartesian forces, eV/Å:
C 0.6540 -0.3673 3.2909
C 3.7014 -4.1333 0.2317
N 0.0627 -0.6153 0.4197
O 0.3371 -1.3855 -0.3525
O -0.7335 0.1431 -0.4112
F 1.6831 0.5842 0.8462
S -2.0212 -0.2729 -0.9637
S 0.5133 2.5731 0.4215
H 1.1168 0.0117 -0.0195
H -1.1958 0.1006 0.0761
H -0.4000 -0.0373 -3.1051
H -1.5954 2.3356 2.2804
H -2.3435 1.0237 -1.5057
H 0.2211 0.0398 -1.2089



Record 2
Formula: C4H5NS
Source: the Open Molecules 2025 dataset
Level of theory: the ωB97M-V functional and the def2-TZVPD basis

Output
Electronic energy ... -608.136619 Eh
ΔE to the lowest compared entry with this formula, charge and spin ... 134.3 kcal/mol
LUMO energy ... 0.53 eV
HOMO-LUMO gap ... 9.124 eV

Geometry (Å):
C (0.8559, 0.8556, 1.2504)
C (0.4901, -0.1584, 0.5518)
C (1.7987, 0.4899, 0.1509)
C (-1.8750, -0.5360, -1.0639)
N (-2.2150, -0.7633, 0.3333)
S (-0.7700, -1.3485, 0.1226)
H (0.7587, 1.3593, 2.1639)
H (1.9851, 1.0795, -0.7317)
H (2.5899, -0.1127, 0.5949)
H (-2.2335, -1.1928, -1.8470)
H (-1.3848, 0.3273, -1.5252)

Cartesian forces, eV/Å:
C -0.2840 -0.4881 -0.1997
C -1.0061 0.5719 -1.2365
C 0.5505 -1.3631 1.4615
C 0.9897 -0.6733 0.6921
N -2.0954 1.5864 -0.6741
S 2.0671 -1.2235 -0.4319
H -0.2577 0.9073 0.7208
H -0.1615 0.1468 -0.1398
H 0.8211 0.3696 -1.0211
H -0.3262 -0.3936 0.0912
H -0.2975 0.5596 0.7374



Record 3
Formula: C16H43IN4O3
Source: the Open Molecules 2025 dataset
Level of theory: the ωB97M-V functional and the def2-TZVPD basis

Output
Electronic energy ... -1377.723623 Eh
ΔE to the lowest compared entry with this formula, charge and spin ... 100.0 kcal/mol
LUMO energy ... -0.70 eV
HOMO-LUMO gap ... 5.558 eV

Geometry (Å):
O (3.5263, -5.5283, -24.4884)
H (3.3528, -5.5374, -23.5443)
H (4.3294, -6.0054, -24.7100)
H (2.8002, -5.9977, -24.9056)
I (1.8501, -4.5708, -20.1207)
O (6.6850, -6.8809, -22.3287)
C (7.1683, -7.3070, -21.3374)
N (6.9607, -6.6731, -20.2150)
C (8.0447, -8.5430, -21.3156)
H (6.2658, -5.9408, -20.1828)
H (7.4526, -6.9223, -19.3689)
H (7.4736, -9.4624, -21.4446)
H (8.6866, -8.7219, -20.4530)
H (8.7458, -8.4328, -22.1430)
O (6.4347, -7.0099, -26.9474)
C (7.4558, -6.6490, -27.5416)
N (7.4430, -5.8828, -28.6019)
C (8.8267, -7.1903, -27.1634)
H (8.2294, -5.5995, -29.1688)
H (6.5040, -5.5562, -28.7798)
H (9.6940, -6.6044, -27.4676)
H (8.8375, -8.1858, -27.6072)
H (8.8388, -7.4574, -26.1067)
C (7.6471, -1.8298, -24.9966)
C (7.4846, -0.3379, -24.6479)
N (6.2024, -0.0815, -23.9842)
C (5.0764, -0.2309, -24.9352)
C (3.6758, -0.0825, -24.3159)
C (5.9865, -0.7494, -22.6482)
C (7.0774, -0.4913, -21.7110)
H (8.6622, -1.9792, -25.3646)
H (6.9907, -2.3027, -25.7271)
H (7.6394, -2.3374, -24.0320)
H (8.2858, -0.0230, -23.9793)
H (7.6126, 0.1349, -25.6216)
H (5.1988, 0.5901, -25.6416)
H (5.0861, -1.2416, -25.3433)
H (3.0202, -0.1945, -25.1795)
H (3.3642, -0.6782, -23.4579)
H (3.6293, 0.9800, -24.0769)
H (5.7118, -1.7911, -22.8139)
H (5.1483, -0.3643, -22.0674)
H (6.8091, -0.8404, -20.7139)
H (7.2769, 0.5656, -21.5343)
H (7.9839, -0.9870, -22.0585)
C (-0.7951, -5.1602, -25.6841)
C (-0.3675, -6.0616, -26.8444)
N (0.5440, -7.1014, -26.3056)
C (1.1322, -7.8269, -27.4939)
C (0.0019, -8.2907, -28.4880)
C (-0.1016, -8.0556, -25.4037)
C (0.9274, -8.7634, -24.4293)
H (-1.3192, -4.3249, -26.1485)
H (0.0204, -4.7101, -25.1180)
H (-1.5198, -5.4625, -24.9280)
H (-1.2865, -6.4664, -27.2685)
H (0.0735, -5.3922, -27.5830)
H (1.9473, -7.2772, -27.9647)
H (1.6250, -8.7232, -27.1173)
H (-0.9036, -8.7432, -28.0836)
H (-0.4147, -7.5001, -29.1121)
H (0.5390, -9.0172, -29.0977)
H (-0.7764, -8.7602, -25.8898)
H (-0.8112, -7.4664, -24.8229)
H (1.6517, -8.0560, -24.0255)
H (1.4420, -9.5521, -24.9781)
H (0.3298, -9.2840, -23.6810)

Cartesian forces, eV/Å:
O 0.0058 0.4926 -0.6589
H -0.0910 0.2975 1.8932
H 1.2379 -0.4053 -0.0006
H -1.4253 -0.4940 -0.8549
I 0.3212 -0.1916 -0.6279
O -1.5814 0.6139 -3.9042
C 1.3920 -1.5235 1.0781
N 0.0930 0.7381 3.1645
C 0.7716 -0.2413 -0.2394
H 0.1481 0.0095 -0.0322
H -0.3531 0.0390 -0.1315
H -0.2096 0.2141 -0.2203
H -0.3015 0.4243 0.3753
H -0.2037 -0.1853 -0.2257
O 0.4674 0.6822 -0.3687
C 0.9174 -1.9627 2.0938
N -1.1649 1.4651 -1.4027
C -0.6474 -0.8028 0.4412
H -0.2209 -0.1225 0.3789
H 0.2410 0.2965 -0.6792
H -0.1953 -0.0324 0.0121
H 0.3429 0.0000 -0.4542
H 0.0681 0.5745 0.1005
C 1.3762 -0.0867 0.9752
C -0.8153 -1.3831 -0.1104
N -0.9784 0.8133 0.4216
C 0.2006 -0.5802 2.0291
C 0.6115 1.4394 -0.8347
C -1.0953 0.7676 -1.6977
C 1.6927 -0.4121 0.9707
H 0.1520 -0.0433 -0.1827
H -0.3092 0.3793 0.2384
H -0.3051 -0.6219 -0.1848
H 0.0922 -0.0386 -0.2038
H -0.5011 0.9768 0.3032
H -0.0447 -0.4980 -0.5068
H 0.2806 -0.0570 -0.8068
H -0.4504 -0.2865 0.2710
H 0.2964 -0.1807 -0.3071
H -0.4340 0.0287 0.5340
H 0.4337 -0.5114 0.2548
H -0.6618 0.4786 -1.0066
H 0.1128 -0.4637 -0.0513
H -0.0232 0.1418 -0.5477
H 0.3458 0.0897 0.4517
C -0.5820 1.4370 -0.2166
C -0.4946 0.0503 2.5588
N 1.1931 -0.1116 -2.1132
C -1.7900 -0.5437 0.9331
C 1.2984 0.2159 -0.2778
C 0.3868 0.7019 1.2983
C -1.4737 -0.0289 -1.6446
H 0.0054 0.3279 -0.0273
H 0.3191 -0.1707 -0.1869
H 0.1137 -0.8528 -0.2289
H 0.0017 -0.3000 -0.2436
H 0.5347 -0.5112 -0.0780
H -0.4182 0.4424 -0.2245
H -0.0803 -0.1034 0.1211
H 0.4612 -0.2876 0.5946
H 0.5327 0.1556 -0.1654
H -0.5291 -0.1031 -0.4486
H 0.3473 -0.4571 -0.3944
H 0.2627 0.0116 0.3865
H -0.2598 -0.0720 0.2388
H 0.2784 0.0865 0.0047
H 0.3045 0.2747 0.3675



Record 4
Formula: C4H6O
Source: the Open Molecules 2025 dataset
Level of theory: the ωB97M-V functional and the def2-TZVPD basis

Output
Electronic energy ... -231.102651 Eh
ΔE to the lowest compared entry with this formula, charge and spin ... 76.0 kcal/mol
LUMO energy ... 1.09 eV
HOMO-LUMO gap ... 10.623 eV

Geometry (Å):
O (3.0017, -0.1886, 0.2774)
C (2.2061, -0.1269, -0.5315)
C (-0.1800, 0.3338, 1.1437)
C (-0.8093, 1.0241, -0.0321)
C (-1.1862, -0.2764, 0.6102)
H (0.2941, -1.4087, -1.6129)
H (0.5912, 0.3782, 1.8960)
H (-1.4325, 1.9074, 0.1295)
H (-0.2965, 1.0206, -1.0005)
H (-1.8630, -1.1166, 0.5857)
H (-0.3591, -1.6253, -1.3374)

Cartesian forces, eV/Å:
O -0.9310 0.0666 -0.9467
C 1.1475 -0.0267 0.9348
C -0.2545 -0.1592 0.0500
C -0.0413 0.2731 -0.2165
C 0.1527 0.0463 0.2531
H -0.0635 -0.0600 -0.0890
H -0.1296 -0.0137 -0.0901
H 0.0867 -0.1446 -0.0186
H -0.0849 -0.0433 0.1911
H 0.1112 0.1468 0.0379
H 0.0067 -0.0853 -0.1059